No. 1
7 unconnected molecules or ions with the total composition H16NO6. Source: the OMol25 dataset; level of theory: ωB97M-V/def2-TZVPD.

Summary:
Total charge   +1
LUMO energy   -2.6 eV
Energy relative to the best compared isomer or geometry (same formula, charge and spin)   0.0 kJ/mol
Electronic energy   -515.62868 Eh
HOMO energy   -14.883 eV
Frontier orbital gap   12.27 eV

Last column: natural (NBO) charge in e.
CARTESIAN COORDINATES (ANGSTROEM)
N1 0.8576 -0.9067 -0.6937  -0.93
H1 1.5381 -0.2546 -0.2972  0.44
H2 1.3280 -1.6079 -1.2850  0.46
H3 0.3447 -1.3039 0.1233  0.47
H4 0.1973 -0.3214 -1.2318  0.46
H5 2.4555 -3.7853 -1.7442  0.50
H6 2.5309 -2.9419 -3.0409  0.50
O1 2.2632 -2.9175 -2.1162  -0.97
H7 1.7234 2.6280 0.3564  0.50
H8 0.5478 2.0133 -0.4512  0.51
O2 1.1093 1.8831 0.3355  -1.00
H9 -0.6313 -0.7012 2.1465  0.52
H10 -0.7611 -2.2647 2.1426  0.50
O3 -0.4684 -1.5090 1.6257  -0.99
H11 -1.6026 1.2904 -1.0947  0.53
H12 -0.9878 1.5208 -2.5272  0.50
O4 -0.7665 1.2499 -1.6254  -1.02
H13 0.0581 1.5596 1.8803  0.52
H14 -0.6955 1.6403 3.2287  0.50
O5 -0.6886 1.1783 2.3811  -1.00
H15 -2.1824 1.1039 1.1631  0.51
H16 -3.5505 1.3229 0.4278  0.50
O6 -2.6190 1.1235 0.2965  -0.99

Cartesian forces, eV/Å:
N -0.05 0.43 0.17
H 0.05 0.00 -0.10
H -0.04 -0.17 0.12
H 0.03 -0.19 -0.13
H 0.01 -0.05 -0.03
H 0.03 0.02 -0.11
H 0.03 -0.10 0.04
O -0.06 0.08 0.05
H -0.06 -0.11 0.02
H -0.09 -0.01 0.06
O 0.16 0.08 -0.05
H 0.04 -0.07 -0.03
H -0.01 0.03 0.01
O 0.00 0.03 0.05
H 0.25 -0.06 -0.02
H 0.05 -0.03 0.24
O -0.24 0.07 -0.20
H -0.10 -0.04 -0.17
H -0.09 -0.11 -0.06
O 0.12 0.09 0.20
H -0.03 0.16 0.02
H 0.06 -0.01 0.06
O -0.05 -0.07 -0.13



No. 2
A molecular structure, H16NeO8. Source: the OMol25 dataset; level of theory: ωB97M-V/def2-TZVPD.

Summary:
LUMO energy   0.3 eV
Energy relative to the best compared isomer or geometry (same formula, charge and spin)   0.0 kJ/mol
Electronic energy   -740.46277 Eh
HOMO energy   -10.563 eV
Frontier orbital gap   10.86 eV

Last column: natural (NBO) charge in e.
CARTESIAN COORDINATES (ANGSTROEM)
Ne1 9.8635 -10.6022 13.8953  0.00
O1 13.4430 -11.4750 16.1792  -0.97
H1 13.4713 -12.4296 16.2424  0.47
H2 13.3912 -11.2981 15.2399  0.50
O2 11.7700 -10.4419 11.5320  -0.96
H3 11.5676 -9.5738 11.8808  0.49
H4 11.1881 -10.5394 10.7783  0.49
O3 8.5856 -8.6775 16.3045  -0.97
H5 9.0926 -9.4736 16.1449  0.49
H6 7.7229 -8.8641 15.9341  0.49
O4 9.0879 -6.6304 14.4409  -0.97
H7 9.2045 -7.2152 15.1897  0.49
H8 9.6901 -5.9052 14.6068  0.46
O5 10.6697 -10.9215 16.9953  -0.97
H9 10.4031 -11.8372 16.9139  0.47
H10 11.6240 -10.9421 16.9244  0.50
O6 10.9172 -14.1278 14.4887  -0.94
H11 11.6756 -13.5494 14.5701  0.47
H12 11.2407 -14.9871 14.7590  0.47
O7 6.1955 -9.5687 14.7405  -0.94
H13 5.6358 -9.8517 15.4635  0.47
H14 6.2000 -10.3107 14.1358  0.48
O8 13.4304 -11.7431 13.3185  -0.98
H15 14.2419 -11.2832 13.1034  0.48
H16 12.7942 -11.4179 12.6815  0.51

Cartesian forces, eV/Å:
Ne -0.02 -0.01 0.01
O -0.08 0.18 0.76
H 0.12 -0.22 0.03
H -0.08 -0.03 -0.75
O 0.12 0.00 -0.05
H -0.07 0.29 0.21
H -0.12 -0.19 -0.20
O 0.19 0.37 0.26
H 0.43 -0.38 0.21
H -0.36 -0.02 -0.41
O 0.10 0.41 -0.58
H -0.24 -0.63 0.54
H 0.08 0.22 -0.04
O -0.65 0.25 0.07
H -0.09 -0.24 -0.04
H 0.65 -0.01 -0.18
O -0.27 0.05 0.06
H 0.25 0.29 -0.14
H 0.04 -0.26 0.03
O 0.09 0.21 0.10
H -0.26 -0.06 0.21
H 0.09 -0.17 -0.21
O 0.34 -0.30 0.72
H 0.28 0.02 -0.11
H -0.56 0.22 -0.51



No. 3
8 unconnected molecules or ions with the total composition H16O8 in a non-equilibrium geometry. Source: the OMol25 dataset; level of theory: ωB97M-V/def2-TZVPD.

Summary:
LUMO energy   0.1 eV
Structure (SMILES)   O.O.O.O.O.O.O.O
Energy relative to the best compared isomer or geometry (same formula, charge and spin)   460.6 kJ/mol
Electronic energy   -611.40719 Eh
HOMO energy   -9.240 eV
Frontier orbital gap   9.36 eV

Last column: natural (NBO) charge in e.
CARTESIAN COORDINATES (ANGSTROEM)
O1 0.6136 -0.8043 -0.0895  -0.93
H1 -0.0590 -1.0043 -0.7743  0.46
H2 1.1754 -0.1672 -0.4365  0.47
O2 4.2930 -1.1547 2.6007  -0.94
H3 3.9835 -1.9304 2.1330  0.47
H4 4.5624 -1.4606 3.4589  0.47
O3 -2.1303 -0.8179 2.6538  -0.92
H5 -2.3901 -1.7214 2.4482  0.46
H6 -1.7851 -0.6110 1.8447  0.46
O4 -1.2508 -4.5688 1.1450  -0.93
H7 -1.4022 -5.4798 0.9321  0.46
H8 -0.7601 -4.7067 1.9906  0.47
O5 -1.5485 1.7167 -0.3435  -0.93
H9 -2.3427 1.4048 -0.7872  0.47
H10 -0.8784 1.0354 -0.5396  0.46
O6 2.4802 4.0453 -2.2452  -0.92
H11 2.4688 3.6659 -1.4197  0.46
H12 2.4579 4.9655 -1.9230  0.46
O7 -1.9044 -1.6101 -2.7048  -0.93
H13 -1.1420 -1.0823 -2.9656  0.47
H14 -1.6050 -2.1120 -1.9420  0.47
O8 -0.5985 3.3635 -1.0294  -0.92
H15 -0.8444 4.0277 -1.6828  0.45
H16 -1.0722 3.8185 -0.2329  0.47

Cartesian forces, eV/Å:
O -2.46 -2.06 0.48
H 0.81 0.21 0.60
H 1.69 1.86 -1.11
O -0.07 0.41 -0.48
H -0.09 -0.18 -0.07
H 0.15 -0.22 0.54
O -1.44 -1.41 2.68
H -0.29 -0.29 0.60
H 1.77 1.71 -3.29
O 0.86 0.14 1.49
H -0.45 -0.78 -0.69
H -0.44 0.71 -0.82
O -1.54 -4.00 1.37
H -0.14 -0.18 0.05
H -0.45 0.52 0.27
O 0.15 2.45 -2.06
H -0.17 -2.33 2.92
H 0.00 -0.11 -0.91
O 0.15 0.23 0.13
H -0.06 -0.03 -0.17
H -0.09 -0.25 0.03
O 0.12 5.23 0.92
H 0.58 0.15 -0.65
H 1.40 -1.76 -1.82